Computed, not measured: a structure of composition C37H34CrN4O4S2, with ωB97M-V with the def2-TZVPD basis set.

Electronic energy, eV: -103159.326
Spin multiplicity: 2
Charge: +1
HOMO (spin up / spin down), eV: -11.262 / -11.260

Each line ends with the Löwdin spin population.
Atoms and positions in Å:
Cr1 0.46 0.07 -0.55  0.969
O1 4.27 1.00 0.08  0.017
C1 3.08 1.02 -0.11  0.003
O2 2.33 -0.02 -0.40  0.026
C2 2.29 2.30 -0.04  -0.001
C3 2.95 3.53 0.06  0.000
C4 2.21 4.66 0.13  0.000
C5 0.80 4.57 0.13  0.000
C6 -0.02 5.72 0.26  0.000
C7 -1.38 5.61 0.30  0.000
C8 -1.97 4.33 0.23  0.000
C9 -1.21 3.20 0.10  0.000
C10 0.20 3.29 0.04  -0.001
N1 0.98 2.16 -0.07  -0.004
H1 4.03 3.52 0.09  0.000
H2 2.67 5.64 0.20  0.000
H3 0.46 6.69 0.32  0.000
H4 -2.00 6.49 0.40  0.000
H5 -3.05 4.24 0.26  0.000
H6 -1.68 2.24 0.02  0.000
C11 -1.07 1.56 -2.86  0.003
C12 -2.18 0.56 -2.75  0.000
C13 -3.02 0.44 -3.84  0.000
C14 -4.06 -0.48 -3.86  0.000
C15 -4.22 -1.33 -2.78  0.000
C16 -3.40 -1.25 -1.66  0.000
C17 -3.59 -2.33 -0.61  0.000
C18 -2.42 -0.25 -1.63  0.002
N2 -1.57 -0.09 -0.47  0.000
C19 -2.04 -0.14 0.72  -0.007
C20 -3.47 0.06 1.12  -0.001
C21 -1.02 -0.25 1.79  -0.007
C22 -1.44 -0.54 3.20  -0.001
N3 0.19 -0.13 1.39  -0.006
C23 1.28 0.01 2.35  0.001
C24 1.37 1.21 3.08  -0.001
C25 0.36 2.33 3.03  0.000
C26 2.46 1.38 3.92  0.000
C27 3.43 0.41 4.05  -0.001
C28 3.31 -0.77 3.34  0.000
C29 2.24 -1.00 2.49  -0.001
C30 2.14 -2.33 1.79  0.000
H7 -0.72 1.61 -3.89  0.000
H8 -0.15 1.31 -2.30  0.001
H9 -1.38 2.56 -2.54  0.000
H10 -2.85 1.07 -4.71  0.000
H11 -4.71 -0.56 -4.72  0.000
H12 -4.97 -2.10 -2.81  0.000
H13 -3.58 -3.29 -1.11  0.000
H14 -4.56 -2.22 -0.12  0.000
H15 -2.82 -2.37 0.14  0.000
H16 -4.10 0.27 0.26  0.000
H17 -3.50 0.91 1.81  0.000
H18 -3.87 -0.80 1.66  0.000
H19 -1.84 -1.56 3.22  0.000
H20 -2.22 0.13 3.54  0.000
H21 -0.59 -0.49 3.88  0.000
H22 -0.54 2.11 2.46  0.000
H23 0.80 3.23 2.61  0.000
H24 0.04 2.58 4.05  0.000
H25 2.53 2.30 4.49  0.000
H26 4.28 0.57 4.70  0.000
H27 4.05 -1.55 3.45  0.000
H28 2.82 -3.04 2.26  0.000
H29 2.43 -2.24 0.74  0.000
H30 1.13 -2.74 1.84  0.000
O3 -1.34 -3.44 -1.96  0.001
S1 -0.30 -3.10 -1.04  0.000
O4 -0.64 -3.07 0.36  0.000
N4 0.40 -1.65 -1.48  0.003
C31 1.39 -1.85 -2.42  0.000
S2 1.96 -0.66 -3.37  0.006
C32 1.86 -3.26 -2.37  0.000
C33 2.94 -3.81 -3.04  0.000
C34 3.24 -5.14 -2.81  0.000
C35 2.49 -5.91 -1.92  0.000
C36 1.39 -5.37 -1.27  0.000
C37 1.11 -4.04 -1.50  0.000
H31 3.53 -3.20 -3.71  0.000
H32 4.09 -5.60 -3.31  0.000
H33 2.75 -6.95 -1.75  0.000
H34 0.79 -5.96 -0.59  0.000

***

Computed, not measured: a structure of composition C37H35AlClN2S2Si2, with ωB97M-V with the def2-TZVPD basis set.

Electronic energy, eV: -98456.044
Spin multiplicity: 1
Charge: +1
Relative energy (zero: lowest compared OMol25 entry of this formula, charge and spin), kcal/mol: 92.83
HOMO (spin up / spin down), eV: -8.542 / -9.280

Each line ends with the Mulliken charge.
Atoms and positions in Å:
C1 3.36 -1.73 -0.41  -0.707
C2 2.61 -1.00 -1.39  -0.816
C3 2.62 0.36 -1.03  -0.664
H1 2.22 -1.41 -2.34  0.650
C4 3.37 0.53 0.14  -0.907
C5 3.84 -0.75 0.56  -0.299
H2 4.66 -0.92 1.26  0.822
H3 3.78 -2.71 -0.57  1.115
H4 2.21 1.17 -1.64  0.621
H5 3.67 1.48 0.59  0.561
Al1 2.11 -1.71 1.27  -0.507
Si1 -1.12 1.60 -2.02  1.188
C6 -2.74 0.93 -2.76  0.425
C7 -3.99 1.08 -2.13  -0.077
H6 -4.09 1.69 -1.23  0.473
C8 -5.11 0.41 -2.63  -0.679
H7 -6.05 0.47 -2.08  0.411
C9 -5.03 -0.32 -3.80  -0.535
H8 -5.91 -0.84 -4.20  0.389
C10 -3.81 -0.39 -4.49  -0.499
H9 -3.74 -0.93 -5.44  0.411
C11 -2.67 0.23 -3.97  -0.548
H10 -1.73 0.14 -4.51  0.319
C12 -1.85 3.45 -1.76  0.397
C13 -2.57 4.07 -2.81  -0.403
H11 -2.52 3.66 -3.82  0.332
C14 -3.40 5.20 -2.61  -0.582
H12 -3.98 5.61 -3.44  0.386
C15 -3.48 5.81 -1.35  -0.505
H13 -4.15 6.66 -1.17  0.381
C16 -2.66 5.31 -0.34  -0.726
H14 -2.66 5.80 0.64  0.387
C17 -1.83 4.20 -0.56  -0.236
H15 -1.17 3.89 0.25  0.284
H16 -0.09 1.82 -3.10  -0.369
Si2 -2.36 0.79 1.24  -0.091
C18 -0.74 1.73 1.57  1.750
C19 0.32 2.06 0.68  1.203
H17 0.33 1.72 -0.39  -1.488
C20 1.41 2.87 1.03  -0.930
H18 2.16 3.12 0.27  0.673
C21 1.52 3.35 2.33  -1.055
H19 2.36 3.99 2.60  0.424
C22 0.55 2.97 3.27  -0.830
H20 0.65 3.27 4.32  0.429
C23 -0.56 2.22 2.89  -0.813
H21 -1.31 1.95 3.64  0.393
C24 -1.95 -0.64 0.09  1.352
C25 -0.83 -0.46 -0.82  1.277
H22 0.08 -0.08 -0.36  -1.731
C26 -0.66 -1.39 -1.88  -0.294
H23 0.07 -1.13 -2.66  0.550
C27 -1.40 -2.56 -1.95  -1.465
H24 -1.20 -3.28 -2.76  0.525
C28 -2.35 -2.82 -0.96  -0.351
H25 -2.89 -3.79 -0.98  0.412
C29 -2.65 -1.86 0.01  -1.013
H26 -3.45 -2.09 0.72  0.455
H27 -2.86 0.28 2.48  -0.251
Cl1 0.30 -1.22 2.16  -0.268
C30 1.37 -4.34 -0.97  -0.604
C31 1.98 -4.64 0.35  0.539
N1 2.23 -3.72 1.28  0.684
C32 2.84 -4.28 2.42  -0.128
C33 3.00 -5.64 2.33  -0.578
S1 2.40 -6.26 0.82  -0.123
C34 3.30 -3.32 3.38  -0.151
C35 4.03 -3.49 4.54  -0.492
S2 4.42 -1.96 5.26  -0.136
C36 3.61 -1.14 3.96  0.560
N2 3.10 -1.96 3.05  0.499
C37 3.43 0.33 3.94  -0.523
H28 2.05 -3.73 -1.60  0.177
H29 1.21 -5.31 -1.45  0.549
H30 0.39 -3.82 -0.84  -0.016
H31 3.47 -6.24 3.08  0.462
H32 4.35 -4.45 4.92  0.427
H33 3.25 0.64 4.97  0.532
H34 4.36 0.81 3.58  0.299
H35 2.58 0.62 3.31  -0.333

***

Computed, not measured: a structure of composition C37H35Br2N3O7Rh, with ωB97M-V with the def2-TZVPD basis set.

Electronic energy, eV: -200837.068
Spin multiplicity: 5
Charge: -1
Relative energy (zero: lowest compared OMol25 entry of this formula, charge and spin), kcal/mol: 4.26
HOMO (spin up / spin down), eV: -5.715 / -6.094

Each line ends with the Löwdin spin population.
Atoms and positions in Å:
Rh1 -0.58 0.16 0.34  2.497
O1 -2.99 3.99 4.81  -0.001
C1 -2.45 3.26 3.81  -0.001
C2 -2.96 3.27 2.51  0.003
C3 -2.35 2.49 1.55  0.006
N1 -1.28 1.76 1.81  0.080
C4 -0.80 1.71 3.04  0.006
C5 -1.35 2.45 4.08  0.003
C6 0.43 0.79 3.23  0.007
O2 0.87 0.63 4.36  0.009
O3 0.86 0.29 2.16  0.092
C7 -2.86 2.37 0.10  0.006
O4 -3.74 3.14 -0.28  0.006
O5 -2.31 1.45 -0.56  0.079
H1 -3.75 4.48 4.47  0.000
H2 -3.83 3.86 2.24  0.001
H3 -0.92 2.37 5.06  0.001
C8 4.81 -2.79 -2.71  -0.007
C9 3.68 -2.41 -1.79  0.000
C10 3.13 -3.36 -0.94  0.159
C11 2.09 -3.02 -0.08  -0.001
C12 1.45 -4.00 0.85  -0.008
C13 1.60 -1.73 -0.11  0.168
C14 2.08 -0.73 -1.00  0.034
C15 3.18 -1.11 -1.82  0.131
N2 1.37 0.40 -1.00  0.472
C16 1.55 1.66 -1.64  0.043
C17 0.24 1.93 -2.42  0.021
C18 0.20 3.36 -2.94  0.004
C19 0.31 4.34 -1.77  0.000
C20 1.64 4.11 -1.06  0.006
C21 2.80 4.31 -2.03  0.000
C22 2.67 3.31 -3.18  0.000
C23 1.36 3.56 -3.92  0.000
C24 2.71 1.88 -2.63  0.001
C25 1.69 2.69 -0.50  0.026
H4 5.09 -3.83 -2.57  0.000
H5 5.68 -2.16 -2.54  -0.002
H6 4.51 -2.66 -3.76  -0.002
H7 3.49 -4.38 -0.97  0.010
H8 1.92 -4.98 0.80  0.000
H9 0.39 -4.10 0.61  -0.003
H10 1.50 -3.64 1.88  -0.002
H11 0.79 -1.46 0.57  0.013
H12 3.63 -0.41 -2.50  0.007
H13 -0.60 1.75 -1.75  0.000
H14 0.18 1.23 -3.25  0.000
H15 -0.75 3.53 -3.46  0.001
H16 -0.52 4.17 -1.08  0.000
H17 0.24 5.37 -2.13  0.000
H18 1.74 4.83 -0.23  0.002
H19 3.75 4.15 -1.51  0.000
H20 2.79 5.33 -2.43  0.000
H21 3.51 3.44 -3.88  0.000
H22 1.26 2.87 -4.76  0.000
H23 1.35 4.58 -4.32  0.000
H24 3.67 1.73 -2.12  0.000
H25 2.63 1.18 -3.46  0.000
H26 0.87 2.53 0.21  0.000
H27 2.63 2.52 0.03  0.000
Br1 -4.46 -6.03 4.92  0.000
C26 -3.33 -4.51 4.66  0.000
C27 -2.71 -3.95 5.77  0.000
C28 -1.90 -2.84 5.58  0.000
C29 -1.72 -2.31 4.32  0.000
C30 -2.34 -2.89 3.22  0.003
C31 -3.15 -4.00 3.39  0.001
C32 -2.16 -2.29 1.82  0.005
O6 -2.34 -3.02 0.84  0.000
O7 -1.86 -1.08 1.84  0.051
H28 -2.87 -4.37 6.75  0.000
H29 -1.41 -2.39 6.43  0.000
H30 -1.09 -1.45 4.17  0.000
H31 -3.63 -4.44 2.53  0.000
Br2 -3.57 -4.34 -4.15  0.000
C33 -2.65 -3.15 -2.98  -0.001
C34 -1.28 -3.02 -3.08  0.003
C35 -0.66 -2.11 -2.24  0.007
N3 -1.32 -1.37 -1.36  0.058
C36 -2.64 -1.53 -1.25  0.002
C37 -3.35 -2.41 -2.05  0.002
H32 -0.71 -3.59 -3.79  0.001
H33 0.41 -1.97 -2.30  0.001
H34 -3.14 -0.89 -0.54  0.000
H35 -4.42 -2.52 -1.94  0.000

***

Computed, not measured: a structure of composition C37H35BrCeN6O4S4SbSi, with ωB97M-V with the def2-TZVPD basis set.

Electronic energy, eV: -196803.012
Spin multiplicity: 2
Charge: -2
Relative energy (zero: lowest compared OMol25 entry of this formula, charge and spin), kcal/mol: 4.46
HOMO (spin up / spin down), eV: -1.698 / -1.699

Each line ends with the Löwdin spin population.
Atoms and positions in Å:
Ce1 0.21 -0.34 -0.03  1.015
C1 3.42 -3.50 -1.00  0.000
Si1 1.59 -3.28 -0.75  0.000
C2 2.02 -2.95 1.98  0.000
C3 0.80 -4.96 -0.85  0.000
N1 0.89 -2.02 -1.62  -0.003
C4 0.67 -1.91 -2.98  0.000
C5 1.00 -2.88 -3.94  0.000
C6 0.77 -2.66 -5.30  0.000
C7 0.20 -1.48 -5.73  0.000
C8 -0.16 -0.51 -4.80  0.000
C9 0.06 -0.73 -3.45  0.000
O1 -0.26 0.20 -2.47  -0.001
C10 -1.17 1.20 -2.87  0.000
C11 -0.69 2.47 -3.09  0.000
C12 -1.59 3.45 -3.47  0.000
C13 -2.93 3.15 -3.65  0.000
C14 -3.39 1.86 -3.43  0.000
C15 -2.49 0.87 -3.04  0.000
H1 3.88 -4.12 -0.23  0.000
H2 3.93 -2.53 -1.02  0.000
H3 3.60 -3.98 -1.97  0.000
H4 2.88 -3.58 1.74  0.000
H5 1.38 -3.49 2.67  0.000
H6 2.82 -1.00 1.80  0.000
H7 1.22 -5.65 -0.11  0.000
H8 0.94 -5.40 -1.84  0.000
H9 -0.28 -4.88 -0.67  0.000
H10 1.45 -3.81 -3.61  0.000
H11 1.04 -3.43 -6.02  0.000
H12 0.04 -1.30 -6.79  0.000
H13 -0.61 0.42 -5.12  0.000
H14 0.35 2.69 -2.90  0.000
H15 -1.25 4.47 -3.59  0.000
H16 -3.64 3.93 -3.90  0.000
H17 -4.44 1.62 -3.52  0.000
H18 -2.82 -0.15 -2.84  0.000
S1 -2.00 5.91 -1.00  -0.001
Sb1 -2.30 4.36 0.67  -0.001
S2 1.48 2.04 0.24  -0.005
S3 -0.63 2.13 0.29  -0.004
S4 -4.14 3.05 0.11  0.000
Br1 -3.71 -4.73 7.18  0.000
C16 -2.10 -3.72 7.26  0.000
C17 -2.11 -2.44 7.81  0.000
C18 -0.94 -1.71 7.89  0.000
C19 0.29 -2.23 7.40  0.000
C20 0.25 -3.51 6.81  0.000
C21 -0.93 -4.26 6.76  0.000
N2 1.46 -1.60 7.69  0.000
N3 2.49 -1.70 6.88  0.000
C22 2.42 -1.55 5.56  0.000
C23 3.63 -1.89 4.83  0.000
C24 3.71 -1.93 3.50  0.000
C25 2.52 -1.65 2.62  0.000
O2 1.28 -2.65 0.78  0.001
C26 1.39 -0.97 3.36  0.000
N4 0.47 -0.38 2.59  -0.001
C27 -0.56 0.27 3.17  0.000
C28 -0.66 0.39 4.54  0.000
C29 0.28 -0.22 5.35  0.000
C30 1.33 -0.95 4.78  0.000
H19 -3.04 -2.02 8.17  0.000
H20 -0.94 -0.72 8.32  0.000
H21 1.17 -3.95 6.44  0.000
H22 -0.92 -5.25 6.33  0.000
H23 4.48 -2.15 5.45  0.000
H24 4.63 -2.21 3.01  0.000
H25 -1.28 0.73 2.51  0.000
H26 -1.48 0.96 4.97  0.000
H27 0.22 -0.11 6.42  0.000
O3 -0.61 -3.70 4.18  0.000
C31 -1.87 -3.05 4.32  0.000
N5 -2.88 -3.93 3.80  0.000
C32 -3.54 -3.84 2.62  0.000
O4 -4.29 -4.72 2.23  0.000
C33 -3.40 -2.56 1.83  0.000
C34 -4.48 -1.70 1.72  0.000
C35 -4.36 -0.56 0.97  0.000
C36 -3.16 -0.32 0.31  0.000
N6 -2.12 -1.15 0.39  -0.001
C37 -2.24 -2.24 1.15  0.000
H28 -0.01 -3.32 4.84  0.000
H29 -1.89 -2.12 3.77  0.000
H30 -2.07 -2.84 5.37  0.000
H31 -2.95 -4.84 4.24  0.000
H32 -5.40 -1.93 2.25  0.000
H33 -5.15 0.17 0.87  0.000
H34 -3.05 0.59 -0.27  0.000
H35 -1.37 -2.89 1.20  0.000

***

Computed, not measured: a structure of composition C37H35CdN4O4P2S, with ωB97M-V with the def2-TZVPD basis set.

Electronic energy, eV: -87061.359
Spin multiplicity: 1
Charge: +1
Relative energy (zero: lowest compared OMol25 entry of this formula, charge and spin), kcal/mol: 14.38
HOMO, eV: -10.896

Each line ends with the Mulliken charge.
Atoms and positions in Å:
Cd1 -1.11 1.41 1.21  2.333
C1 -4.60 3.96 3.19  -0.874
N1 -3.83 2.94 3.87  0.070
C2 -4.32 2.13 4.87  -0.772
C3 -3.34 1.24 5.20  -0.306
N2 -2.21 1.58 4.42  0.522
C4 -2.51 2.65 3.63  0.116
S1 -1.53 3.56 2.62  -0.437
C5 -1.02 0.90 4.42  1.357
C6 -0.89 -0.26 5.24  -1.011
C7 0.35 -0.82 5.47  -0.809
C8 1.58 -0.14 4.98  -0.073
C9 1.30 0.97 3.88  -0.669
N3 -0.04 1.39 3.67  -0.344
H1 -5.57 3.60 2.89  0.362
H2 -3.99 4.34 2.36  0.259
H3 -4.84 4.76 3.90  0.373
H4 -5.29 2.28 5.27  0.529
H5 -3.29 0.44 5.91  0.384
H6 -1.76 -0.83 5.53  0.269
H7 0.37 -1.77 5.96  0.464
H8 2.24 0.07 5.81  0.514
H9 1.87 1.90 4.01  0.281
O1 0.36 -0.59 0.46  -0.367
P1 0.48 -1.42 -0.80  0.495
C10 -0.36 -0.60 -2.19  -1.253
P2 -0.19 1.26 -2.24  1.764
O2 -0.61 1.94 -0.94  -0.916
C11 -1.20 1.75 -3.66  0.423
C12 -0.67 2.29 -4.83  -0.547
C13 -1.54 2.71 -5.82  -0.624
C14 -2.92 2.67 -5.67  -0.527
C15 -3.45 2.22 -4.46  -0.687
C16 -2.58 1.72 -3.48  -0.541
C17 1.52 1.65 -2.67  0.150
C18 2.13 2.64 -1.92  -0.691
C19 3.41 3.11 -2.17  -0.643
C20 4.15 2.59 -3.22  -0.533
C21 3.56 1.61 -4.04  -0.813
C22 2.26 1.14 -3.72  0.053
C23 2.19 -1.79 -1.29  0.821
C24 3.26 -1.29 -0.58  -0.377
C25 4.56 -1.53 -1.05  -0.632
C26 4.80 -2.39 -2.09  -0.638
C27 3.71 -2.86 -2.83  -0.716
C28 2.42 -2.59 -2.42  -0.601
C29 -0.36 -3.01 -0.71  0.888
C30 -0.69 -3.50 0.53  -0.600
C31 -1.08 -4.86 0.59  -0.456
C32 -1.05 -5.65 -0.53  -0.609
C33 -0.84 -5.11 -1.79  -0.785
C34 -0.46 -3.77 -1.89  -0.520
H10 -1.41 -0.83 -2.06  0.698
H11 -0.06 -0.99 -3.17  0.640
H12 0.37 2.40 -4.93  0.534
H13 -1.12 3.13 -6.72  0.394
H14 -3.56 3.03 -6.48  0.374
H15 -4.52 2.15 -4.31  0.416
H16 -3.00 1.43 -2.51  0.373
H17 1.59 3.09 -1.09  0.338
H18 3.81 3.92 -1.55  0.410
H19 5.15 2.92 -3.43  0.449
H20 4.09 1.19 -4.91  0.417
H21 1.79 0.38 -4.36  0.414
H22 3.08 -0.71 0.32  0.488
H23 5.40 -1.07 -0.51  0.419
H24 5.80 -2.61 -2.42  0.405
H25 3.94 -3.44 -3.73  0.403
H26 1.57 -2.96 -2.98  0.110
H27 -0.75 -2.87 1.43  0.334
H28 -1.44 -5.22 1.57  0.381
H29 -1.31 -6.70 -0.39  0.359
H30 -1.07 -5.70 -2.70  0.364
H31 -0.28 -3.32 -2.86  0.269
C35 2.98 -2.09 3.61  -1.152
C36 2.21 -0.83 3.74  0.363
N4 1.92 0.05 2.84  -0.184
H32 4.04 -1.89 3.47  0.315
H33 2.63 -2.64 2.73  0.250
H34 2.88 -2.77 4.50  0.319
O3 -2.66 -0.49 2.07  -0.525
C37 -3.30 -0.42 1.01  -0.244
O4 -2.95 0.27 0.03  -0.605
H35 -4.22 -1.02 0.89  0.419

***

What is the formula in the second record?
C37H35AlClN2S2Si2

***

The highest spin multiplicity belongs to which entry?
C37H35Br2N3O7Rh

***

The highest spin multiplicity belongs to which entry?
C37H35Br2N3O7Rh